# 1
{"formula": "C32H35BrN4O4", "method": "ωB97M-V/def2-TZVPD", "e_homo_ev": -7.805, "de_lowest_kcal_mol": 0.00, "species": ["C", "C", "C", "C", "C", "C", "N", "C", "N", "C", "C", "C", "C", "C", "C", "C", "C", "C", "C", "C", "C", "C", "C", "H", "H", "H", "H", "H", "H", "H", "H", "H", "H", "H", "H", "H", "H", "H", "H", "H", "H", "H", "H", "H", "H", "H", "H", "H", "H", "C", "C", "O", "C", "O", "N", "C", "C", "C", "C", "C", "Br", "C", "C", "N", "O", "O", "C", "H", "H", "H", "H", "H", "H", "H", "H", "H"], "positions_angstrom": [[-5.587, 0.450, -0.450], [-4.182, 0.701, -0.897], [-3.636, 1.982, -0.789], [-2.329, 2.242, -1.198], [-1.801, 3.630, -1.029], [-1.571, 1.182, -1.730], [-0.247, 1.424, -2.176], [0.844, 0.869, -1.610], [1.936, 1.459, -2.148], [3.242, 1.170, -1.710], [3.590, -0.189, -1.580], [2.632, -1.295, -1.882], [4.895, -0.504, -1.221], [5.826, 0.499, -0.937], [7.202, 0.096, -0.520], [5.458, 1.842, -1.056], [4.167, 2.203, -1.443], [3.806, 3.653, -1.511], [1.606, 2.023, -3.493], [0.096, 1.947, -3.538], [-2.104, -0.114, -1.850], [-1.325, -1.239, -2.452], [-3.415, -0.332, -1.434], [-5.846, -0.600, -0.620], [-5.698, 0.684, 0.618], [-6.281, 1.090, -1.009], [-4.238, 2.800, -0.384], [-0.768, 3.748, -1.364], [-2.435, 4.344, -1.571], [-1.853, 3.932, 0.026], [3.171, -2.247, -1.795], [1.794, -1.327, -1.174], [2.239, -1.255, -2.910], [5.182, -1.558, -1.169], [7.810, 0.981, -0.311], [7.154, -0.541, 0.374], [7.671, -0.494, -1.318], [6.191, 2.627, -0.836], [4.674, 4.241, -1.189], [3.560, 3.988, -2.525], [2.987, 3.923, -0.833], [2.004, 3.030, -3.591], [2.057, 1.376, -4.257], [-0.232, 1.210, -4.285], [-0.407, 2.896, -3.707], [-1.974, -2.123, -2.490], [-1.009, -1.034, -3.486], [-0.448, -1.521, -1.855], [-3.849, -1.331, -1.551], [-0.805, -5.752, 0.504], [-1.837, -5.167, 1.428], [-1.286, -3.833, 1.742], [-2.076, -3.160, 2.595], [-3.122, -3.593, 3.056], [-1.514, -1.908, 2.869], [-2.074, -1.031, 3.810], [-3.279, -1.199, 4.474], [-3.700, -0.162, 5.311], [-2.899, 0.992, 5.435], [-1.686, 1.133, 4.723], [-0.680, 2.739, 4.815], [-1.249, 0.095, 3.907], [-0.137, -0.152, 2.966], [1.020, 0.668, 2.719], [1.745, 0.967, 3.684], [1.243, 1.058, 1.546], [-0.363, -1.335, 2.326], [-1.107, -6.739, 0.164], [-0.673, -5.120, -0.377], [0.152, -5.857, 1.020], [-2.820, -5.032, 0.961], [-1.958, -5.729, 2.361], [-3.830, -2.114, 4.308], [-4.647, -0.268, 5.839], [-3.227, 1.804, 6.080], [0.252, -1.843, 1.598]], "forces_ev_per_angstrom": [[-0.255, -0.038, 0.048], [0.252, 0.244, -0.052], [0.089, -0.476, -0.160], [-0.053, -0.615, -0.077], [0.073, 0.541, 0.076], [-0.364, -0.252, -0.145], [1.430, -0.398, -1.012], [-0.262, 1.058, 1.854], [-1.643, -0.265, -0.878], [0.663, -0.330, -0.085], [0.498, 0.494, -0.167], [0.003, -0.889, 0.008], [-0.132, 0.393, 0.156], [-0.318, 0.062, -0.161], [0.265, -0.071, 0.036], [0.011, -0.446, 0.026], [-0.334, -0.850, -0.028], [0.183, 0.550, 0.083], [0.950, 0.064, 0.267], [-0.932, -0.079, 0.490], [-0.279, 0.615, 0.053], [0.014, -0.685, -0.107], [0.056, 0.151, 0.108], [-0.133, 0.233, 0.117], [-0.063, -0.117, -0.219], [0.032, -0.197, 0.154], [0.133, -0.232, -0.057], [-0.127, -0.078, 0.048], [0.188, -0.130, -0.001], [0.110, -0.138, -0.190], [-0.067, 0.113, -0.076], [0.220, 0.174, -0.334], [-0.064, 0.168, 0.328], [0.005, 0.329, 0.086], [0.053, -0.261, 0.015], [0.140, 0.200, -0.140], [0.077, 0.152, 0.198], [-0.279, -0.322, -0.056], [-0.178, -0.054, -0.106], [-0.068, -0.074, 0.186], [-0.021, -0.223, -0.240], [-0.069, 0.056, -0.144], [0.021, 0.278, 0.070], [-0.104, 0.309, 0.059], [0.064, 0.088, -0.185], [0.127, 0.117, -0.082], [0.065, 0.056, 0.328], [-0.106, 0.302, -0.202], [0.115, 0.342, 0.105], [0.059, -0.273, -0.147], [0.502, 0.553, -0.114], [-1.080, -0.372, 0.534], [-0.293, -0.553, -0.204], [1.542, 0.696, -0.614], [-0.368, -0.139, 0.066], [-0.052, -0.270, -0.350], [-0.236, 0.495, 0.481], [0.794, -0.192, -0.524], [0.472, 0.058, -0.334], [-0.772, -0.006, 0.554], [-0.324, -0.160, 0.127], [0.589, -0.091, -0.416], [-1.076, -0.502, 0.056], [2.030, 1.870, -1.029], [-1.381, -0.760, -1.315], [-0.738, -1.146, 2.502], [0.075, 0.374, 0.796], [-0.077, -0.115, -0.015], [0.016, -0.030, 0.108], [-0.066, 0.067, -0.078], [0.234, -0.034, 0.106], [0.036, 0.168, -0.215], [-0.121, 0.311, 0.217], [0.313, 0.220, -0.044], [0.119, -0.100, -0.165], [-0.181, 0.061, 0.024]]}



# 2
{"formula": "C32H35N6OPS3Y", "method": "ωB97M-V/def2-TZVPD", "e_homo_ev": -4.519, "de_lowest_kcal_mol": 27.72, "total_charge": -1, "species": ["Y", "N", "C", "C", "N", "C", "C", "N", "H", "H", "H", "H", "H", "H", "H", "H", "H", "H", "H", "H", "H", "N", "C", "S", "N", "N", "C", "C", "C", "C", "C", "C", "C", "O", "H", "H", "H", "H", "H", "H", "H", "C", "C", "C", "C", "C", "C", "C", "C", "H", "H", "H", "H", "H", "S", "P", "S", "C", "C", "C", "C", "C", "C", "C", "C", "C", "C", "C", "C", "H", "H", "H", "H", "H", "H", "H", "H", "H", "H"], "positions_angstrom": [[0.861, -0.390, 0.598], [-0.814, -2.355, 1.412], [-1.336, -3.216, 0.356], [-0.159, -3.868, -0.379], [0.772, -2.879, -0.891], [0.831, -2.721, -2.331], [-0.106, -1.589, -2.771], [0.317, -0.374, -2.091], [-1.584, -1.860, 1.859], [-0.353, -2.921, 2.126], [-1.999, -4.007, 0.742], [-1.911, -2.584, -0.322], [0.357, -4.524, 0.332], [-0.551, -4.490, -1.195], [1.697, -3.020, -0.493], [1.849, -2.435, -2.613], [0.569, -3.653, -2.857], [-0.090, -1.501, -3.870], [-1.126, -1.820, -2.459], [1.180, -0.022, -2.507], [-0.373, 0.375, -2.207], [-1.417, 2.005, 3.980], [-0.531, 1.284, 3.217], [-0.046, 2.054, 1.760], [-0.128, 0.167, 3.740], [0.790, -0.622, 3.087], [1.254, -1.555, 3.861], [2.136, -2.634, 3.540], [2.469, -3.524, 4.572], [3.260, -4.631, 4.370], [3.768, -4.872, 3.095], [3.467, -4.028, 2.058], [2.647, -2.877, 2.222], [2.372, -2.134, 1.214], [-1.953, 2.688, 3.471], [-1.902, 1.489, 4.698], [0.895, -1.544, 4.896], [2.076, -3.331, 5.562], [3.479, -5.312, 5.181], [4.407, -5.731, 2.925], [3.858, -4.214, 1.067], [2.668, 0.634, -0.267], [3.711, 1.152, -0.615], [4.944, 1.752, -0.985], [6.061, 1.596, -0.158], [7.266, 2.180, -0.492], [7.383, 2.926, -1.654], [6.284, 3.080, -2.484], [5.072, 2.501, -2.157], [5.959, 1.011, 0.747], [8.126, 2.053, 0.153], [8.329, 3.386, -1.912], [6.379, 3.657, -3.394], [4.212, 2.626, -2.800], [-1.005, 2.580, -1.982], [-2.495, 1.678, -1.056], [-2.243, -0.047, -0.087], [-3.752, 1.361, -2.363], [-4.430, 2.437, -2.920], [-5.272, 2.240, -3.997], [-5.430, 0.972, -4.533], [-4.754, -0.101, -3.981], [-3.912, 0.094, -2.902], [-3.435, 2.822, 0.024], [-4.561, 2.339, 0.677], [-5.333, 3.193, 1.439], [-4.982, 4.529, 1.551], [-3.851, 5.005, 0.909], [-3.072, 4.151, 0.148], [-4.279, 3.426, -2.506], [-5.804, 3.079, -4.427], [-6.077, 0.821, -5.386], [-4.882, -1.092, -4.395], [-3.377, -0.730, -2.451], [-4.815, 1.292, 0.576], [-6.211, 2.819, 1.947], [-5.595, 5.196, 2.142], [-3.570, 6.045, 0.996], [-2.186, 4.503, -0.360]], "forces_ev_per_angstrom": [[-1.538, -1.424, 0.425], [-0.094, -0.013, 0.151], [0.120, -0.382, -0.181], [-0.449, 0.128, 0.231], [0.577, 0.055, 0.132], [-0.384, 0.233, -0.269], [0.316, -0.344, 0.029], [0.145, 0.335, 0.065], [0.196, 0.005, 0.074], [-0.017, 0.208, -0.069], [0.053, 0.106, -0.084], [0.017, -0.117, -0.040], [0.026, -0.014, -0.084], [0.061, -0.044, 0.087], [-0.193, 0.055, -0.006], [-0.004, -0.100, 0.023], [0.110, 0.102, 0.022], [-0.070, 0.005, 0.174], [-0.044, 0.032, -0.016], [-0.112, -0.010, 0.146], [0.305, -0.135, 0.028], [-0.255, 0.007, 0.226], [0.427, 0.038, -0.210], [0.585, -0.268, -0.522], [-0.609, -0.261, 1.000], [0.306, -0.189, -0.055], [-0.549, 0.885, -0.031], [0.437, -0.432, -0.587], [-0.056, -0.020, -0.012], [0.056, -0.126, 0.241], [-0.008, -0.010, 0.013], [0.011, 0.147, -0.226], [-0.054, -0.241, 0.416], [-0.462, 0.789, -0.308], [-0.028, -0.036, 0.005], [0.059, -0.003, -0.064], [0.001, 0.121, -0.146], [-0.075, 0.055, 0.064], [0.017, 0.051, 0.058], [-0.018, -0.025, -0.044], [0.024, 0.039, -0.074], [0.900, 0.453, -0.465], [-0.023, 0.021, -0.138], [0.234, 0.079, 0.009], [-0.039, -0.015, 0.006], [0.159, 0.010, 0.039], [0.123, 0.053, -0.046], [0.075, 0.064, -0.100], [-0.033, -0.023, 0.033], [-0.012, 0.004, 0.001], [0.011, -0.008, 0.043], [0.017, 0.004, -0.011], [-0.033, 0.038, -0.045], [-0.038, -0.007, 0.011], [0.091, 0.186, 0.197], [-0.504, 0.238, -0.249], [0.178, -0.255, 0.102], [0.304, -0.045, 0.156], [-0.003, 0.019, 0.086], [-0.105, 0.157, -0.084], [-0.082, -0.042, -0.108], [-0.064, -0.074, -0.134], [-0.008, 0.030, 0.181], [0.336, -0.204, -0.161], [0.041, -0.046, -0.046], [-0.130, -0.082, 0.075], [-0.045, 0.125, 0.070], [-0.032, 0.183, 0.096], [0.026, -0.067, -0.094], [-0.046, 0.060, -0.037], [-0.013, 0.035, -0.024], [-0.085, -0.004, -0.055], [0.004, -0.084, -0.047], [0.015, -0.082, 0.019], [-0.055, -0.061, 0.049], [-0.075, -0.019, 0.037], [-0.011, 0.063, 0.040], [0.003, 0.082, 0.046], [0.092, 0.011, -0.036]]}



# 3
{"formula": "C32H36Cl12N6O5V", "method": "ωB97M-V/def2-TZVPD", "e_homo_ev": [-9.239, -9.248], "multiplicity": 2, "s_squared": 0.78, "species": ["O", "V", "C", "C", "C", "O", "H", "H", "H", "H", "H", "H", "H", "N", "O", "O", "O", "N", "C", "C", "C", "C", "C", "H", "H", "H", "H", "H", "N", "C", "C", "C", "C", "C", "H", "H", "H", "H", "H", "N", "C", "C", "C", "C", "C", "H", "H", "H", "H", "H", "N", "C", "C", "C", "C", "C", "H", "H", "H", "H", "H", "N", "C", "C", "C", "C", "C", "H", "H", "H", "H", "H", "C", "Cl", "Cl", "Cl", "H", "C", "Cl", "Cl", "Cl", "H", "C", "Cl", "Cl", "Cl", "H", "C", "Cl", "Cl", "Cl", "H"], "positions_angstrom": [[-19.917, -9.005, -1.867], [-21.215, -8.490, -2.619], [-18.680, -5.298, -4.449], [-20.105, -5.879, -4.580], [-20.679, -5.794, -5.991], [-20.160, -7.151, -4.019], [-18.316, -5.531, -3.449], [-18.709, -4.216, -4.582], [-18.000, -5.746, -5.173], [-20.709, -5.231, -3.945], [-20.806, -4.793, -6.404], [-21.675, -6.229, -6.070], [-19.987, -6.339, -6.633], [-23.751, -7.109, -4.414], [-23.807, -7.651, -5.502], [-24.368, -6.075, -4.178], [-23.160, -7.720, -3.548], [-21.665, 0.079, -7.524], [-22.026, -1.216, -7.157], [-21.386, -1.933, -6.148], [-20.285, -1.388, -5.530], [-19.904, -0.097, -5.908], [-20.561, 0.595, -6.889], [-22.778, -1.710, -7.753], [-21.797, -2.839, -5.728], [-19.828, -1.908, -4.702], [-19.159, 0.444, -5.345], [-20.199, 1.542, -7.263], [-15.639, -9.115, -2.135], [-14.562, -9.671, -2.707], [-13.804, -9.003, -3.680], [-14.235, -7.733, -4.035], [-15.324, -7.067, -3.459], [-15.985, -7.837, -2.505], [-14.318, -10.675, -2.392], [-12.857, -9.344, -4.072], [-13.740, -7.172, -4.814], [-15.675, -6.085, -3.738], [-16.820, -7.310, -2.067], [-16.824, -0.290, -3.704], [-17.913, 0.061, -2.946], [-18.595, -0.846, -2.242], [-18.132, -2.159, -2.122], [-17.109, -2.566, -2.944], [-16.493, -1.618, -3.802], [-18.172, 1.106, -2.855], [-19.500, -0.638, -1.691], [-18.648, -2.844, -1.465], [-16.805, -3.601, -3.000], [-15.685, -1.871, -4.473], [-21.507, -10.221, -4.041], [-21.398, -9.940, -5.390], [-21.824, -10.819, -6.428], [-22.356, -12.068, -6.050], [-22.349, -12.426, -4.705], [-21.817, -11.539, -3.773], [-21.029, -8.997, -5.766], [-21.740, -10.589, -7.480], [-22.587, -12.705, -6.891], [-22.730, -13.418, -4.516], [-21.825, -11.710, -2.707], [-21.646, -7.119, -0.953], [-20.699, -6.199, -0.568], [-20.773, -5.202, 0.426], [-21.936, -5.226, 1.150], [-22.926, -6.154, 0.904], [-22.737, -7.085, -0.131], [-19.761, -6.229, -1.103], [-19.985, -4.476, 0.562], [-22.120, -4.440, 1.867], [-23.843, -6.073, 1.468], [-23.560, -7.784, -0.167], [-17.589, -8.601, -6.082], [-16.060, -8.027, -6.776], [-17.363, -9.888, -4.900], [-18.751, -9.110, -7.372], [-17.990, -7.775, -5.496], [-23.110, -3.498, -2.546], [-21.642, -2.741, -1.733], [-23.791, -2.430, -3.756], [-24.287, -3.928, -1.362], [-22.787, -4.403, -3.062], [-22.881, -7.075, -9.016], [-22.817, -5.285, -9.113], [-21.665, -7.775, -10.125], [-24.461, -7.683, -9.468], [-22.700, -7.319, -7.969], [-18.119, -4.353, -8.119], [-18.419, -5.793, -9.160], [-18.091, -2.811, -9.065], [-16.522, -4.560, -7.369], [-18.879, -4.265, -7.343]], "forces_ev_per_angstrom": [[-2.164, 0.300, -0.859], [2.784, 1.865, -1.775], [-0.646, -0.442, -0.222], [-0.531, 0.763, 1.193], [0.277, -0.491, -0.146], [-0.753, -2.542, 0.982], [0.037, 0.068, 0.062], [0.150, 0.055, -0.112], [0.127, 0.081, -0.097], [-0.406, 0.514, 0.202], [0.326, 0.263, 0.284], [0.028, -0.295, 0.223], [-0.125, -0.180, -0.396], [-2.451, 0.717, -2.436], [0.116, -0.161, -1.960], [0.462, 0.670, 0.542], [2.985, -1.788, 4.654], [0.887, -2.021, 0.771], [1.129, 2.129, -0.393], [-0.141, 0.136, 0.001], [-0.325, 1.067, 0.027], [0.664, -0.181, 1.033], [-2.118, -1.314, -1.237], [-0.450, 0.356, 0.076], [-0.041, -0.317, -0.551], [0.253, 0.075, 0.086], [0.466, -0.248, -0.140], [-0.210, 0.259, 0.225], [-0.196, 1.417, -0.443], [-0.427, 0.974, -0.231], [-0.547, 0.793, 0.648], [0.093, 1.135, -0.639], [0.403, -2.408, 0.569], [0.631, -0.397, -0.161], [0.048, -0.101, 0.100], [-0.196, -0.451, -0.121], [0.499, -0.178, -0.121], [0.157, 0.006, -0.079], [-0.434, -0.752, 0.657], [-0.448, -1.138, -0.170], [2.382, 0.212, -1.484], [-1.228, -1.990, 1.901], [-0.182, 0.241, -0.772], [0.716, 0.301, -0.988], [-1.458, 1.853, 1.846], [0.117, 0.189, -0.444], [0.001, 0.578, 0.060], [0.021, -0.143, -0.011], [0.134, -0.054, 0.157], [-0.006, -0.009, -0.068], [0.689, -0.992, -2.674], [-1.123, -0.736, -0.539], [0.001, -0.684, 2.354], [1.328, 1.774, -0.658], [0.425, 0.073, -0.640], [-1.248, 1.741, 0.387], [0.048, 0.417, 0.922], [0.136, 0.401, 0.117], [-0.568, -0.473, 0.408], [0.237, 0.034, 0.813], [0.042, -0.596, 0.029], [-0.178, 1.521, 2.313], [0.748, 0.119, -0.703], [-0.733, -1.966, -1.179], [-0.421, 1.122, 0.563], [0.879, -0.256, -0.899], [-0.357, 0.500, 0.633], [-0.085, -0.255, -0.513], [0.032, -0.181, -0.015], [-0.016, -0.024, 0.280], [-0.077, -0.478, -0.110], [0.205, -0.426, -1.044], [-0.187, 0.110, 0.110], [-0.381, -0.399, -0.118], [0.061, -0.112, -0.300], [0.667, 0.380, 0.550], [-0.349, -0.146, -0.433], [0.803, 0.123, -0.288], [-0.763, -0.332, -0.620], [0.087, 0.152, 0.114], [-0.414, -0.124, 0.509], [0.078, 0.136, 0.190], [0.134, 0.529, -0.239], [-0.022, -0.484, 0.017], [-0.097, 0.112, 0.597], [-0.169, 0.038, 0.103], [0.163, -0.205, -0.287], [0.620, 0.176, -0.777], [-0.184, 0.894, 0.510], [-0.299, -0.904, 0.417], [-0.254, 0.151, 0.131], [0.130, -0.146, -0.273]]}